15
Properties=species:S:1:pos:R:3 method="wB97M-V/def2-TZVPD" gap_ev=9.16 de_lowest_kj_mol=519.8 energy_ev=-6352.4157 homo_energy_ha=-0.303 lumo_energy_ev=0.90
C -2.063 0.034 0.579
C -0.761 0.579 0.287
O -0.209 0.280 -0.894
C 1.222 0.217 -0.938
C 1.716 -1.145 -0.485
H -1.954 0.954 1.651
H -2.193 -1.016 0.264
H -2.950 0.604 0.322
H -1.480 1.807 1.340
H -0.029 0.792 1.060
H 1.636 1.023 -0.318
H 1.489 0.414 -1.979
H 2.808 -1.196 -0.550
H 1.291 -1.933 -1.115
H 1.425 -1.338 0.553